Computed, not measured: 10 unconnected molecules or ions with the total composition C38H95ClN6O12 at a distorted geometry, with wB97M-V/def2-TZVPD.

Structure (ORCA input):
```
! wB97M-V def2-TZVPD RIJCOSX def2/J DEFGRID3
* xyz 0 1
H -20.5149 10.6018 -14.3585
H -23.7882 7.7407 -14.3885
O -25.3773 8.9169 -16.6055
C -25.0967 2.2156 -20.2050
H -23.5330 3.5724 -16.8350
H -29.0528 1.6311 -18.7541
C -27.7200 1.8043 -20.5567
Cl -26.2858 7.9396 -17.0630
H -21.0732 17.6343 -19.3617
H -23.6301 14.3963 -22.7530
H -25.5109 3.2318 -22.6959
H -21.4717 4.5768 -16.5662
H -29.8225 1.2059 -20.1475
C -25.6945 12.1507 -18.1235
C -20.0840 15.7533 -20.0239
H -25.0562 12.2025 -17.2414
C -22.6601 6.4882 -13.2065
H -27.3976 5.6754 -19.7187
C -28.8379 1.1135 -19.6890
C -26.4010 1.5115 -19.8796
H -20.4816 15.1454 -17.8923
H -22.2683 6.5167 -15.9570
C -21.1016 10.8979 -16.3682
H -19.3500 8.3281 -19.3333
C -23.9934 10.9574 -20.8666
H -18.7463 4.4680 -15.9217
O -26.5267 7.0049 -16.0357
H -27.3673 11.1955 -17.9923
H -22.6724 7.7168 -18.0829
H -23.1380 10.5211 -16.8415
H -21.4665 12.8266 -15.1258
H -21.9347 6.9967 -12.5715
H -18.1134 12.0528 -17.4546
H -23.8141 5.0636 -15.8656
O -28.9477 3.6739 -21.3275
H -20.4426 4.9074 -21.3880
N -22.3851 6.9876 -21.1592
C -18.3284 5.3386 -16.4270
H -22.1672 14.9599 -23.5954
N -27.8265 3.2591 -20.6681
C -22.8573 14.7364 -20.2023
H -18.9199 6.1564 -16.0154
H -19.5294 15.2121 -22.7034
H -23.7514 11.5609 -21.7415
H -18.5291 8.8512 -14.9634
C -19.2790 10.2847 -18.1559
H -22.4093 17.4489 -22.4211
H -23.4604 9.6292 -23.1203
C -22.4865 10.3803 -15.9791
C -20.8254 15.0256 -18.9197
C -18.7247 9.7512 -15.5464
H -25.0833 10.9646 -20.8543
H -28.0095 0.1773 -21.8762
C -20.1042 17.2895 -19.7228
H -22.8154 13.6530 -20.3145
H -18.1389 15.6558 -20.8591
H -20.7229 13.9425 -18.9865
H -18.1463 10.5793 -15.1369
H -17.5175 9.3005 -17.3394
O -23.3180 9.6712 -20.9345
H -19.0664 12.2264 -19.0914
C -25.4401 3.8014 -20.3143
C -26.7094 4.1108 -21.0990
H -17.7087 11.2240 -18.9263
N -20.7418 15.4088 -21.3297
C -26.3102 3.9647 -22.5863
O -20.5561 5.4554 -19.2160
C -23.4451 4.6585 -16.8079
H -21.7966 8.0081 -24.2645
H -22.3270 6.3654 -23.7139
C -27.7513 1.2252 -22.0287
H -19.8996 9.7278 -20.2064
H -26.2457 6.2813 -20.8589
H -26.8432 1.4095 -22.6028
C -22.3430 15.2875 -18.8749
H -22.5437 5.2500 -19.4471
C -22.5457 14.4862 -22.6897
N -22.7709 8.5836 -18.5919
H -21.3259 8.5644 -21.9314
H -22.2375 5.5024 -13.4009
H -18.9367 8.3857 -17.1690
H -21.5782 3.8071 -18.9029
H -27.8053 5.7945 -21.5712
H -18.7452 14.0578 -20.1868
C -21.8057 4.8615 -18.7454
H -21.6317 12.9994 -16.8074
C -18.5491 11.6144 -18.3524
O -25.8091 7.2604 -18.1834
H -22.5246 8.2819 -19.5238
H -22.7551 14.8229 -17.9791
C -19.1617 9.3919 -19.4779
C -21.0257 12.4843 -16.0621
H -26.1336 0.4752 -20.0859
N -20.6699 10.4247 -17.7651
H -19.2067 5.1568 -18.1715
H -23.8681 16.8554 -21.6066
C -20.2650 10.0758 -15.2799
H -23.7195 8.9204 -18.5098
C -22.1961 15.3786 -21.5127
C -22.2153 7.9832 -22.1748
H -22.4615 9.3224 -15.7176
H -27.1225 3.6526 -23.2426
H -24.5110 4.2752 -20.6314
H -24.0505 4.8811 -17.6865
O -22.9507 7.2740 -14.4392
H -18.1623 15.2245 -19.1047
C -27.0970 5.6072 -20.7642
C -18.6744 15.1384 -20.0631
H -19.3089 17.5733 -19.0335
H -24.3025 8.4179 -22.1922
H -28.7455 0.0439 -19.5008
H -25.4498 11.2587 -18.7002
H -22.1881 9.3606 -18.3149
O -27.4762 8.7132 -17.5136
H -22.5576 16.3328 -18.6530
H -23.6244 6.4233 -12.7024
H -23.0545 10.7965 -15.1471
O -27.0798 12.0976 -17.8335
C -19.8694 5.0936 -20.4798
H -25.9326 4.8762 -23.0498
H -25.4409 12.9689 -18.7976
C -21.7856 7.2759 -23.4571
H -20.5871 9.0845 -14.9611
H -19.8811 17.8091 -20.6546
H -28.8353 3.0671 -22.0629
H -28.6136 1.4945 -22.6387
H -18.1844 9.5636 -19.9289
H -24.4259 1.8828 -20.9970
H -17.3602 5.5433 -15.9699
H -20.7679 6.8939 -23.3759
O -21.4860 11.0302 -18.7560
H -22.4810 17.4195 -20.6834
O -20.0619 15.9438 -22.3830
H -22.0383 13.5264 -22.5921
H -19.0653 5.7839 -20.7349
H -23.9358 14.8898 -20.2380
H -23.0345 6.4675 -21.7318
H -23.6629 11.5183 -19.9924
H -19.1756 4.2621 -20.3556
C -18.5760 9.4123 -17.1046
H -26.4152 1.3825 -18.7973
H -21.5337 6.4535 -21.0597
H -20.0548 12.9554 -16.2159
H -25.5003 4.1395 -19.2798
N -21.9406 6.4335 -16.9088
C -22.0930 5.1103 -17.2856
O -18.3176 5.3033 -17.8404
C -22.7787 16.8685 -21.5756
H -24.5185 2.0220 -19.3015
H -21.1521 11.9288 -18.8081
H -20.9372 6.5259 -16.8398
C -23.3890 9.0117 -22.2249
*
```

HOMO energy in eV: -7.9116
Molar mass in g mol⁻¹: 863.66
Gap between HOMO and LUMO in eV: 8.100